Arrangement one

A gas-phase ion, C4H11N2S (charge +1), computed with ωB97M-V/def2-TZVPD.

Geometry as XYZ:
```
18
Properties=species:S:1:pos:R:3
C -1.390 -1.548 -1.016
S -0.671 -0.220 -0.242
C -0.713 -0.472 1.611
N -0.970 1.783 -0.036
C 0.987 -0.144 -0.812
C 2.028 0.777 -0.211
N 1.935 -0.625 0.218
H -2.338 -1.719 -0.568
H -1.499 -1.428 -2.082
H 0.288 -0.043 1.762
H -1.471 0.081 2.142
H -0.706 -1.587 1.508
H -0.692 2.546 -0.657
H -2.003 1.803 0.046
H 0.938 -0.635 -1.742
H 2.981 1.015 -0.846
H 1.579 1.480 0.461
H 2.725 -1.061 -0.270
```

The HOMO energy is -13.42 eV. As for the SMILES: C=[S@](C)(=[NH2+])[C@H]1CN1. The value obtained for the molar mass is 119.21 g mol⁻¹. Its net charge is +1. The value obtained for the HOMO-LUMO gap is 0.316 hartree. Its lowest unoccupied orbital energy is -4.83 eV.

---

Arrangement two

A gas-phase ion, C4H11N2S (charge +1), computed with ωB97M-V/def2-TZVPD.

Geometry as XYZ:
```
18
Properties=species:S:1:pos:R:3
C -2.831 -0.141 0.894
N -2.351 0.549 -0.282
C -1.203 0.366 -0.856
C -0.158 -0.518 -0.356
S 0.898 0.817 0.371
C 2.665 0.429 -0.381
N 3.431 -0.459 0.339
H -3.119 -1.168 0.650
H -2.062 -0.163 1.667
H -3.704 0.379 1.286
H -2.981 1.244 -0.664
H -0.973 0.958 -1.731
H -0.465 -1.225 0.410
H 0.402 -1.015 -1.144
H 3.098 1.428 -0.411
H 2.434 0.073 -1.383
H 3.127 -1.422 0.365
H 3.792 -0.132 1.225
```

The HOMO energy is -12.68 eV. As for the SMILES: C/[NH+]=C\CSCN. The value obtained for the molar mass is 119.21 g mol⁻¹. Its net charge is +1. The value obtained for the HOMO-LUMO gap is 0.310 hartree. Its lowest unoccupied orbital energy is -4.23 eV.

---

Least stable of them? arrangement one.

---

Arrangement one

C19H28N8O2 in the gas phase, computed with ωB97M-V/def2-TZVPD.

Geometry as XYZ:
```
57
Properties=species:S:1:pos:R:3
C 3.069 0.325 -3.464
C 2.784 0.713 -2.041
C 3.652 0.383 -1.007
N 3.462 0.708 0.270
C 2.360 1.385 0.573
C 1.404 1.748 -0.371
C 0.142 2.399 0.119
O 0.097 2.950 1.212
N -0.923 2.285 -0.706
C -2.283 2.605 -0.291
C -2.891 3.665 -1.198
C -3.118 1.321 -0.278
C -2.530 0.231 0.628
N -2.061 -0.980 -0.082
C -0.964 -0.909 -0.910
O -0.968 -0.322 -1.983
C 0.278 -1.717 -0.504
C 0.870 -2.479 -1.691
C 0.225 -3.854 -1.537
C 0.295 -4.055 -0.032
N -0.003 -2.728 0.526
C 0.648 -2.498 1.807
C 0.019 -1.391 2.587
N -1.234 -1.434 3.081
N -1.411 -0.311 3.722
N -0.294 0.363 3.605
C -0.109 1.690 4.166
N 0.632 -0.262 2.904
C 1.635 1.413 -1.697
H 3.348 1.196 -4.059
H 3.887 -0.393 -3.518
H 2.189 -0.123 -3.927
H 4.557 -0.178 -1.226
H 2.202 1.634 1.614
H -0.847 1.632 -1.474
H -2.203 2.997 0.723
H -3.904 3.911 -0.876
H -2.291 4.575 -1.181
H -2.941 3.305 -2.228
H -4.127 1.576 0.051
H -3.205 0.937 -1.297
H -1.711 0.656 1.220
H -3.275 -0.118 1.338
H -1.876 -1.704 0.611
H 0.981 -0.963 -0.126
H 0.653 -1.980 -2.633
H 1.954 -2.556 -1.578
H -0.815 -3.824 -1.869
H 0.737 -4.641 -2.089
H -0.411 -4.796 0.347
H 1.309 -4.375 0.250
H 0.559 -3.414 2.393
H 1.719 -2.274 1.694
H 0.844 1.714 4.686
H -0.120 2.422 3.361
H -0.925 1.860 4.862
H 0.930 1.682 -2.474
```

The HOMO energy is -8.95 eV. As for the SMILES: Cc1cncc(C(=O)N[C@@H](C)CCNC(=O)[C@@H]2CCCN2Cc2nnn(C)n2)c1. The value obtained for the molar mass is 400.49 g mol⁻¹. The value obtained for the HOMO-LUMO gap is 0.351 hartree. Its lowest unoccupied orbital energy is 0.59 eV.

---

Arrangement two

C19H28N8O2 in the gas phase, computed with ωB97M-V/def2-TZVPD.

Geometry as XYZ:
```
57
Properties=species:S:1:pos:R:3
C -4.307 -0.919 -1.913
C -4.046 -0.769 -0.441
C -4.973 -0.172 0.403
N -4.810 -0.027 1.719
C -3.681 -0.483 2.249
C -2.671 -1.083 1.501
C -1.449 -1.557 2.236
O -1.477 -1.699 3.446
N -0.350 -1.841 1.480
C 0.892 -2.224 2.156
C 0.749 -3.592 2.816
C 2.080 -2.261 1.196
C 2.401 -0.986 0.416
N 1.915 -1.037 -0.995
C 0.992 -0.029 -1.372
O -0.187 -0.093 -1.097
C 1.597 1.165 -2.088
C 2.406 0.751 -3.331
C 3.865 0.850 -2.879
C 3.819 2.010 -1.900
N 2.570 1.788 -1.177
C 2.080 2.958 -0.463
C 0.839 2.642 0.301
N 0.797 1.860 1.400
N -0.459 1.757 1.726
N -1.127 2.458 0.843
C -2.567 2.607 0.887
N -0.368 3.037 -0.065
C -2.871 -1.233 0.138
H -4.631 -1.934 -2.151
H -5.089 -0.237 -2.246
H -3.405 -0.715 -2.491
H -5.903 0.214 -0.007
H -3.547 -0.373 3.318
H -0.290 -1.367 0.587
H 1.096 -1.475 2.930
H 1.687 -3.869 3.299
H -0.041 -3.585 3.561
H 0.516 -4.345 2.060
H 2.946 -2.509 1.813
H 1.966 -3.103 0.501
H 1.989 -0.114 0.924
H 3.483 -0.849 0.382
H 1.415 -1.914 -1.101
H 0.778 1.843 -2.342
H 2.138 -0.243 -3.688
H 2.209 1.460 -4.136
H 4.157 -0.063 -2.361
H 4.551 1.024 -3.707
H 4.660 2.028 -1.206
H 3.803 2.971 -2.441
H 2.855 3.279 0.235
H 1.861 3.795 -1.142
H -2.972 2.379 -0.094
H -2.947 1.907 1.624
H -2.820 3.627 1.170
H -2.124 -1.710 -0.482
```

The HOMO energy is -9.04 eV. As for the SMILES: Cc1cncc(C(=O)N[C@@H](C)CCNC(=O)[C@@H]2CCCN2Cc2nnn(C)n2)c1. The value obtained for the molar mass is 400.49 g mol⁻¹. The value obtained for the HOMO-LUMO gap is 0.357 hartree. Its lowest unoccupied orbital energy is 0.66 eV.

---

Least stable of them? arrangement two.

---

Arrangement one

2 unconnected molecules or ions with the total composition C4H11NO2S, computed with ωB97M-V/def2-TZVPD.

Geometry as XYZ:
```
19
Properties=species:S:1:pos:R:3
O -2.889 0.089 0.330
C -1.800 0.031 0.882
N -0.833 -0.791 0.439
C 0.404 -1.020 1.154
C 1.372 0.183 1.027
C 1.953 0.336 -0.386
S 0.892 0.870 -1.742
H -1.611 0.709 1.724
H -1.127 -1.290 -0.380
H 0.260 -1.117 2.233
H 0.903 -1.901 0.764
H 1.007 1.047 1.559
H 2.275 -0.207 1.511
H 2.814 0.975 -0.293
H 2.368 -0.616 -0.717
H 0.588 2.088 -1.256
O -1.891 0.303 -2.596
H -2.478 0.838 -2.039
H -2.208 -0.528 -2.215
```

The HOMO energy is -8.52 eV. As for the SMILES: O=CNCCCS.O. The value obtained for the molar mass is 137.20 g mol⁻¹. The value obtained for the HOMO-LUMO gap is 0.340 hartree. Its lowest unoccupied orbital energy is 0.74 eV.

---

Arrangement two

2 unconnected molecules or ions with the total composition C4H11NO2S, computed with ωB97M-V/def2-TZVPD.

Geometry as XYZ:
```
19
Properties=species:S:1:pos:R:3
C 0.923 -1.218 -1.104
C 1.349 0.122 -0.548
C 0.874 1.321 -1.377
C 1.344 0.090 1.025
S 2.940 -0.007 0.280
O 3.710 1.143 0.589
O 3.646 -1.229 0.013
H -0.143 -1.239 -1.329
H 1.173 -2.188 -0.654
H 1.351 -1.426 -2.111
H 0.910 2.234 -0.731
H -0.199 1.177 -1.814
H 1.570 1.424 -2.203
H 0.791 -0.771 1.319
H 1.235 1.064 1.590
N -1.888 -0.168 1.354
H -1.407 0.099 0.529
H -2.221 0.503 1.986
H -2.665 -0.592 1.005
```

The HOMO energy is -9.73 eV. As for the SMILES: CC1(C)CS1(=O)=O.N. The value obtained for the molar mass is 137.20 g mol⁻¹. The value obtained for the HOMO-LUMO gap is 0.379 hartree. Its lowest unoccupied orbital energy is 0.60 eV.

---

Least stable of them? arrangement two.